(1)
The following is a DFT calculation (wB97M-V/def2-TZVPD) of a 2-piece molecular cluster, C14H25FN2O5 overall in a non-equilibrium geometry.

```
47
Properties=species:S:1:pos:R:3
O -3.28959 4.83470 -3.20160
O -0.28589 -2.33809 -1.75154
O -2.25934 2.83891 -1.56676
O 1.79044 -2.98513 2.11882
F -4.20780 -0.66371 -0.99879
O -4.46145 3.28309 -4.36132
C -3.57731 3.66031 -3.39368
C 0.66127 -1.91076 -1.11240
C -2.93256 2.58646 -2.57028
C 2.33953 -2.01395 1.60854
N 3.67193 -1.88999 1.55664
N 0.47743 -1.40580 0.10628
C 2.04756 -1.93369 -1.72379
C 4.59994 -2.90272 2.05653
C -0.88192 1.86678 2.52791
C -2.94456 -0.19030 -0.83437
C -3.06474 1.12517 -3.03877
C -2.29968 0.08217 -2.19752
C 1.86960 0.44999 3.17780
C 0.08085 1.18866 1.54393
C 0.83337 -0.02726 2.13901
C 1.50035 -0.86771 1.02090
H -4.76281 4.10863 -4.77532
H 4.05754 -1.05481 1.14719
H -0.45756 -1.50612 0.46761
H 2.68694 -2.59412 -1.14248
H 1.97444 -2.31656 -2.74085
H 2.45536 -0.92664 -1.74766
H 5.63155 -2.57761 1.91607
H 4.41751 -3.07726 3.11890
H 4.44219 -3.84160 1.52162
H -0.33310 2.34206 3.34017
H -1.44932 2.63386 1.99932
H -1.57669 1.13212 2.93649
H -2.35344 -0.93477 -0.29397
H -2.96930 0.72010 -0.22890
H -2.68593 1.07582 -4.06353
H -4.12613 0.86018 -3.07329
H -2.26878 -0.86151 -2.75212
H -1.26427 0.40712 -2.05319
H 1.38170 1.02827 3.96144
H 2.62764 1.07145 2.70067
H 2.34879 -0.39978 3.66548
H -0.51825 0.87111 0.69153
H 0.80145 1.92368 1.18262
H 0.10975 -0.66387 2.65207
H 2.16327 -0.20688 0.46462
```

The gap between HOMO and LUMO comes out at 9.14 eV. The multiplicity is 1. The calculation puts the lowest unoccupied orbital energy at -0.450 eV. Its SMILES is CC[C@H](C)[C@H](NC(C)=O)C(=O)NC.O=C(O)C(=O)CCCF.

(2)
The following is a DFT calculation (wB97M-V/def2-TZVPD) of one molecule with the formula C14H25NO2Si2 in a non-equilibrium geometry.

```
44
Properties=species:S:1:pos:R:3
O -1.08306 -0.04691 3.83564
O 2.12744 1.49235 -1.28357
C -0.81986 -3.11759 1.91137
C -0.79992 -2.17968 2.91667
C -1.35120 -2.77752 0.69852
C -1.70474 -0.55690 1.45261
C -1.24940 -0.86667 2.71427
C -1.76820 -1.47733 0.42892
N -0.98235 -0.33785 -1.62174
C -1.83286 1.13189 3.84154
C -2.10654 -1.05332 -0.97082
C 1.15568 0.83307 1.33546
C 0.66551 3.31351 0.16959
C 3.33158 -0.82556 -2.23520
C 1.44112 0.58318 -3.98611
C -0.85376 1.10244 -1.28861
C 0.31353 -1.09124 -1.71960
Si 0.76325 1.49651 -0.37294
Si 1.74078 0.11376 -2.16865
H -0.45933 -4.10688 2.13804
H -0.38888 -2.46811 3.87663
H -1.39642 -3.48683 -0.09123
H -2.11842 0.42186 1.28126
H -2.87883 0.90703 4.03722
H -1.50230 1.76676 4.65502
H -1.67639 1.73295 2.94197
H -2.39306 -1.92225 -1.56907
H -2.95533 -0.32961 -0.94494
H 2.15699 1.15619 1.71277
H 0.39481 1.21839 2.04126
H 1.13986 -0.26242 1.29544
H -0.09793 3.54469 0.92314
H 1.65246 3.59142 0.59330
H 0.45261 3.93098 -0.67787
H 3.07799 -1.78414 -2.71471
H 3.95126 -0.27283 -2.94627
H 3.80692 -1.06601 -1.28409
H 1.63231 1.65326 -4.08021
H 0.37948 0.37302 -4.15224
H 2.10349 0.00111 -4.65084
H -0.99654 1.70951 -2.17766
H -1.69398 1.37374 -0.68895
H 0.56059 -1.51235 -0.75466
H 0.26161 -1.90562 -2.42067
```

The gap between HOMO and LUMO comes out at 8.88 eV. The multiplicity is 1. The calculation puts the lowest unoccupied orbital energy at 0.675 eV.

(3)
The following is a DFT calculation (wB97M-V/def2-TZVPD) of C14H25NO5S4Ti as an isolated structure.

```
50
Properties=species:S:1:pos:R:3
Ti -0.77309 0.47776 -0.06859
C 0.17330 3.28086 1.75772
C 1.59239 2.75564 1.60831
S 1.75691 1.64297 0.18035
C 3.01289 0.50685 0.81835
C 3.17592 -0.66598 -0.14817
S 1.63906 -1.48161 -0.65790
C 1.38587 -2.74482 0.60676
C 1.06611 -2.24734 2.00776
S -0.39159 -1.15540 2.03106
C 0.15421 -0.01532 3.34352
C -0.78434 1.17194 3.47344
S -1.14331 2.04977 1.92889
H -0.12949 3.82183 0.85932
H 0.12006 3.96548 2.60570
H 1.90765 2.21493 2.50179
H 2.27024 3.60063 1.48092
H 2.71787 0.16057 1.80865
H 3.96258 1.03569 0.91499
H 3.85216 -1.41115 0.27440
H 3.62742 -0.31437 -1.07706
H 2.27113 -3.38265 0.64491
H 0.55784 -3.33166 0.20894
H 1.90986 -1.70285 2.43031
H 0.87055 -3.10343 2.65445
H 1.16620 0.31355 3.11115
H 0.18425 -0.56060 4.28872
H -0.39554 1.88344 4.20408
H -1.76051 0.84025 3.82908
O -1.31409 -2.73688 -0.84550
C -1.67948 -2.58560 -2.20928
C -0.97605 -1.43050 -2.90997
N -1.23096 -0.10149 -2.32446
C -2.67042 0.21191 -2.35346
C -3.40300 -0.30615 -1.11055
O -4.56915 -0.63121 -1.17143
O -2.66668 -0.32438 -0.03715
C -0.49517 0.91631 -3.07448
C -0.49899 2.28876 -2.37532
O -0.16538 3.27421 -3.00206
O -0.81951 2.25547 -1.12104
H -1.89088 -2.14096 -0.33612
H -2.76526 -2.50032 -2.30606
H -1.38415 -3.50215 -2.72486
H -1.29960 -1.43561 -3.96250
H 0.10034 -1.60101 -2.89599
H -3.14727 -0.18372 -3.25556
H -2.78727 1.29665 -2.35653
H -0.88253 1.03300 -4.09334
H 0.54887 0.59869 -3.15617
```

The gap between HOMO and LUMO (spin up / spin down) comes out at 6.20 / 8.92 eV. The multiplicity is 3. The calculation puts the lowest unoccupied orbital energy (spin up / spin down) at -0.066 / -0.082 eV. The value obtained for the energy above the lowest of the compared OMol25 structures with the same formula, charge and spin is 5.03 kcal per mole. Its expectation value of S² is 2.00.

(4)
The following is a DFT calculation (wB97M-V/def2-TZVPD) of a 5-piece molecular cluster, C14H25NO6 overall in a non-equilibrium geometry.

```
46
Properties=species:S:1:pos:R:3
O 1.09434 0.92834 0.69223
C 1.17643 1.40630 -0.42766
O 1.19310 2.75280 -0.56275
C 1.23333 3.06819 -2.00361
C 0.98723 1.70060 -2.74718
C 1.41936 0.65459 -1.74591
H 2.24485 3.38208 -2.26129
H 0.55898 3.81307 -2.42613
H 1.41306 1.62658 -3.74783
H -0.08812 1.73406 -2.92207
H 2.42538 0.31885 -1.99753
H 0.85260 -0.27636 -1.75992
O 0.84315 -2.47562 2.57609
C 1.30418 -2.15745 1.53023
O 1.58320 -0.94233 1.14788
C 2.17761 -0.90750 -0.15584
C 2.62124 -2.35430 -0.40099
C 1.76877 -3.17339 0.52611
H 3.06948 -0.28858 -0.25380
H 1.43930 -0.68519 -0.92628
H 3.64862 -2.48231 -0.06011
H 2.62647 -2.61070 -1.46039
H 2.30783 -3.99312 1.00105
H 0.83583 -3.57018 0.12577
C -0.78579 -0.06862 1.90212
O -0.70512 1.30173 1.83009
H -0.89342 -0.31199 2.95913
H -1.64178 -0.45331 1.34767
H 0.16841 -0.40157 1.49377
H -0.15335 1.52991 1.07836
C -3.01132 0.21905 3.43644
O -2.92234 -0.25676 4.76877
H -4.01154 0.17953 3.00503
H -2.72295 1.27018 3.44358
H -2.31051 -0.41152 2.88933
H -3.33771 -1.12048 4.71364
N -1.53572 -0.74474 -1.96349
C -0.96072 -0.36933 -0.79884
C -1.42834 0.91909 -0.47912
C -2.20783 1.40255 -1.48228
C -2.39915 0.28568 -2.32226
H -1.36291 -1.55799 -2.53696
H -0.21178 -0.99512 -0.33636
H -0.97025 1.53944 0.27700
H -2.46524 2.43255 -1.68039
H -2.86686 0.14329 -3.28526
```

The gap between HOMO and LUMO comes out at 8.16 eV. The multiplicity is 1. The calculation puts the lowest unoccupied orbital energy at 0.065 eV. The value obtained for the energy above the lowest of the compared OMol25 structures with the same formula, charge and spin is 259.63 kcal per mole. Its SMILES is c1cc[nH]c1.O=C1CCCO1.O=C1CCCO1.CO.CO.